No. 1
The following is a DFT calculation (ωB97M-V/def2-TZVPD) of the molecule C9H18N2O2Si.

Properties
- E (eV) = -24575.02725
- SMILES = CCOC(OCC)[SiH2]c1[nH]ccc1N
- Kohn-Sham gap (eV) = 8.32
- LUMO (eV) = 0.9
- ΔE to the lowest compared entry with this formula, charge and spin (kcal per mole) = 98.56
- E_HOMO (eV) = -7.386

CARTESIAN COORDINATES (ANGSTROEM)
1 C 3.774 -0.607 -1.289
2 C 2.584 -0.359 -1.964
3 C 3.522 -0.404 0.060
4 C 2.122 -0.194 0.145
5 C -2.277 -2.902 -0.777
6 C -1.502 3.315 -0.373
7 C -2.088 -1.416 -0.454
8 C -1.465 2.165 0.666
9 C -0.705 -0.102 1.003
10 N 1.600 -0.195 -1.107
11 N 4.507 -0.246 0.979
12 O -0.925 -1.286 0.364
13 O -0.916 0.986 0.080
14 Si 1.058 -0.187 1.643
15 H 4.711 -0.825 -1.848
16 H 2.455 -0.522 -3.001
17 H -1.366 -3.323 -1.370
18 H -2.407 -3.523 0.073
19 H -3.025 -3.075 -1.534
20 H -0.567 3.638 -0.879
21 H -2.097 2.934 -1.234
22 H -2.062 4.168 0.024
23 H -2.988 -1.165 0.097
24 H -1.984 -0.831 -1.461
25 H -2.502 1.725 0.886
26 H -0.739 2.474 1.449
27 H -1.438 0.041 1.889
28 H 0.536 -0.224 -1.209
29 H 5.458 -0.633 0.790
30 H 4.393 -0.453 1.977
31 H 0.897 -1.368 2.452
32 H 0.916 1.066 2.564

---

No. 2
The following is a DFT calculation (ωB97M-V/def2-TZVPD) of the ion C3H10NSi with charge +1.

Properties
- net charge = +1
- E (eV) = -12630.96957
- SMILES = C=C[C@@H]([NH3+])[SiH3]
- Kohn-Sham gap (eV) = 10.66
- LUMO (eV) = -3.8
- ΔE to the lowest compared entry with this formula, charge and spin (kcal per mole) = 43.26
- E_HOMO (eV) = -14.438

CARTESIAN COORDINATES (ANGSTROEM)
1 C 2.082 -0.058 -0.504
2 C 1.203 -0.552 0.391
3 C -0.460 0.052 0.747
4 N -0.319 1.508 0.347
5 Si -1.590 -1.022 -0.465
6 H 2.941 -0.643 -0.696
7 H 2.070 0.826 -1.091
8 H 1.541 -1.534 0.997
9 H -0.588 -0.089 1.771
10 H 0.004 1.612 -0.605
11 H 0.218 1.821 1.081
12 H -1.192 2.022 0.274
13 H -1.680 -2.608 -0.373
14 H -2.928 -0.625 0.042
15 H -1.304 -0.709 -1.914

---

No. 3
The following is a DFT calculation (ωB97M-V/def2-TZVPD) of the molecule C27H26N4O4.

Properties
- E (eV) = -42572.53593
- SMILES = Cc1c(NC(=O)[C@H](C)OC(=O)c2c3c(nc4ccccc24)CCC3)c(=O)n(-c2ccccc2)n1C
- Kohn-Sham gap (eV) = 7.99
- LUMO (eV) = 0.0
- ΔE to the lowest compared entry with this formula, charge and spin (kcal per mole) = 52.61
- E_HOMO (eV) = -7.986

CARTESIAN COORDINATES (ANGSTROEM)
1 C -2.070 -0.245 4.120
2 C -0.778 -0.258 3.391
3 C -0.363 0.400 2.275
4 N -0.891 1.354 1.410
5 C -2.115 1.909 1.311
6 O -3.008 1.811 2.125
7 C -2.255 2.805 0.064
8 C -3.722 3.001 -0.293
9 H -4.237 3.425 0.563
10 H -4.176 2.041 -0.526
11 H -3.815 3.667 -1.147
12 H -1.790 3.773 0.292
13 O -1.491 2.317 -1.045
14 C -1.702 1.049 -1.435
15 O -2.465 0.301 -0.874
16 C -0.933 0.675 -2.649
17 C -1.549 -0.149 -3.560
18 C -0.859 -0.516 -4.743
19 N 0.346 -0.141 -5.038
20 C 0.994 0.647 -4.148
21 C 2.313 1.024 -4.464
22 C 3.040 1.799 -3.604
23 C 2.473 2.228 -2.398
24 C 1.188 1.888 -2.070
25 C 0.404 1.096 -2.928
26 H 0.777 2.232 -1.136
27 H 3.057 2.827 -1.717
28 H 4.055 2.079 -3.846
29 H 2.722 0.668 -5.397
30 C -1.720 -1.403 -5.589
31 H -1.643 -1.159 -6.647
32 H -1.393 -2.438 -5.460
33 C -3.127 -1.189 -5.014
34 H -3.747 -2.079 -5.096
35 H -3.621 -0.380 -5.554
36 C -2.908 -0.768 -3.551
37 H -3.680 -0.092 -3.184
38 H -2.898 -1.636 -2.887
39 H -0.210 1.548 0.679
40 C 0.986 -0.036 1.958
41 O 1.701 0.343 1.043
42 N 1.302 -0.960 2.933
43 C 2.592 -1.424 3.221
44 C 3.416 -1.822 2.173
45 C 4.696 -2.268 2.442
46 C 5.157 -2.335 3.747
47 C 4.338 -1.929 4.787
48 C 3.061 -1.465 4.531
49 H 2.435 -1.116 5.339
50 H 4.697 -1.963 5.805
51 H 6.154 -2.693 3.952
52 H 5.335 -2.572 1.627
53 H 3.052 -1.758 1.160
54 N 0.263 -1.044 3.859
55 C -0.002 -2.336 4.452
56 H -0.530 -2.190 5.393
57 H 0.942 -2.839 4.652
58 H -0.607 -2.969 3.795
59 H -1.907 -0.045 5.178
60 H -2.571 -1.208 4.025
61 H -2.711 0.523 3.697

---

No. 4
The following is a DFT calculation (ωB97M-V/def2-TZVPD) of a cluster of 2 separate species, CH3N2OS in total.

Properties
- net charge = -1
- E (eV) = -16946.89356
- Kohn-Sham gap (eV) = 7.18
- LUMO (eV) = 4.1
- ΔE to the lowest compared entry with this formula, charge and spin (kcal per mole) = 4.47
- E_HOMO (eV) = -3.112

CARTESIAN COORDINATES (ANGSTROEM)
1 C 0.546 0.739 -0.197
2 N 0.138 -0.272 -0.786
3 N -3.041 -0.037 0.028
4 O -4.200 -0.361 -0.221
5 S -2.683 1.417 0.826
6 H -0.261 1.406 0.219
7 H -0.820 -0.307 -0.778
8 H 1.630 1.038 0.031

---

No. 5
The following is a DFT calculation (ωB97M-V/def2-TZVPD) of a structure of composition C18H35CoNP2S2.

Properties
- net charge = +2
- E (eV) = -98584.58963
- Kohn-Sham gap (alpha / beta) (eV) = 8.67 / 7.57
- LUMO (alpha / beta) (eV) = -5.0 / -7.3
- 2S+1 = 4
- ΔE to the lowest compared entry with this formula, charge and spin (kcal per mole) = 0.00
- E_HOMO (alpha / beta) (eV) = -13.670 / -14.875

CARTESIAN COORDINATES (ANGSTROEM)
1 Co -0.318 0.016 0.092
2 S -0.832 2.124 -0.258
3 S -0.783 -2.124 -0.184
4 C -2.657 2.236 -0.335
5 C -0.436 2.346 -2.025
6 C -0.848 1.131 -2.821
7 N -0.290 -0.052 -2.150
8 C -0.796 -1.293 -2.763
9 C -0.346 -2.454 -1.906
10 H 0.650 2.512 -2.089
11 H -0.977 3.249 -2.317
12 H -0.475 1.165 -3.855
13 H -1.943 1.028 -2.865
14 H -0.421 -1.371 -3.795
15 H -1.895 -1.241 -2.799
16 H 0.738 -2.627 -1.993
17 H -0.892 -3.376 -2.120
18 C -2.585 -2.341 -0.214
19 H 0.744 -0.027 -2.236
20 H -3.134 -1.608 -0.824
21 H -2.942 -2.315 0.824
22 H -2.707 -3.357 -0.620
23 H -3.057 2.253 0.688
24 H -3.161 1.446 -0.914
25 H -2.836 3.217 -0.804
26 C 5.310 0.241 -1.813
27 C 5.462 0.318 -0.488
28 H 5.236 1.133 -2.437
29 H 5.288 -0.721 -2.331
30 H 5.515 1.276 0.033
31 H 5.586 -0.579 0.121
32 C 3.088 0.250 2.117
33 P 1.667 -0.443 1.179
34 C 2.602 -1.490 0.024
35 C 0.990 -1.546 2.534
36 C 1.737 -2.468 3.264
37 C 1.128 -3.226 4.277
38 C -0.238 -3.053 4.554
39 C -0.985 -2.091 3.850
40 C -0.351 -1.300 2.899
41 P -1.214 0.122 2.101
42 C -2.957 0.032 2.600
43 C -0.562 1.628 2.924
44 H 3.679 0.922 1.485
45 H 3.710 -0.611 2.405
46 H 2.766 0.777 3.025
47 H 3.466 -1.907 0.553
48 H 2.009 -2.313 -0.387
49 H 2.948 -0.839 -0.785
50 H 2.803 -2.599 3.095
51 H 1.708 -3.933 4.863
52 H -0.716 -3.634 5.320
53 H -2.046 -1.977 4.056
54 H -3.031 0.192 3.689
55 H -3.528 0.818 2.090
56 H -3.397 -0.936 2.338
57 H -0.630 1.481 4.010
58 H 0.487 1.811 2.643
59 H -1.181 2.479 2.621

---

No. 6
The following is a DFT calculation (ωB97M-V/def2-TZVPD) of a cluster of 12 separate species, C30H90N8O12 in total.

Properties
- E (eV) = -69050.71579
- SMILES = COC[C@H](C)N.COC[C@H](C)N.COC[C@H](C)N.COC[C@H](C)N.COC[C@H](C)N.COC[C@H](C)N.NC(N)=O.CO.CO.CO.CO.CO
- Kohn-Sham gap (eV) = 9.23
- LUMO (eV) = 0.3
- ΔE to the lowest compared entry with this formula, charge and spin (kcal per mole) = 115.78
- E_HOMO (eV) = -8.927

CARTESIAN COORDINATES (ANGSTROEM)
1 C 4.707 -1.486 -0.616
2 O 3.450 -1.353 0.060
3 H 5.220 -0.558 -0.867
4 H 5.310 -2.056 0.091
5 H 4.738 -2.130 -1.495
6 H 2.880 -1.117 -0.676
7 C -3.486 2.327 0.573
8 O -3.020 0.992 0.278
9 H -4.102 2.364 1.471
10 H -2.708 3.041 0.842
11 H -4.130 2.835 -0.144
12 H -2.111 1.025 -0.029
13 C 3.385 2.743 -3.258
14 O 3.887 1.756 -2.432
15 H 2.879 3.597 -2.810
16 H 4.203 2.945 -3.950
17 H 2.537 2.304 -3.784
18 H 4.053 0.946 -2.919
19 C 4.513 -0.587 -5.654
20 O 3.967 -0.216 -4.436
21 H 4.191 -0.057 -6.550
22 H 5.554 -0.264 -5.646
23 H 4.473 -1.669 -5.786
24 H 3.132 -0.677 -4.329
25 C 0.996 -4.596 -0.127
26 O -0.129 -4.302 -0.926
27 H 1.954 -4.426 -0.618
28 H 1.105 -3.755 0.558
29 H 1.027 -5.611 0.269
30 H -0.894 -4.378 -0.350
31 C 4.311 0.205 3.093
32 O 4.381 0.688 4.208
33 N 5.402 -0.159 2.432
34 N 3.171 -0.153 2.568
35 H 5.379 -0.384 1.447
36 H 6.250 -0.125 2.980
37 H 3.211 -0.393 1.588
38 H 2.362 -0.046 3.163
39 C -4.457 -3.239 -4.396
40 C -5.030 -1.847 -4.306
41 C -4.053 -0.706 -4.116
42 O -4.636 0.387 -3.477
43 C -3.878 1.659 -3.520
44 N -5.965 -1.733 -5.415
45 H -5.106 -4.047 -4.058
46 H -3.744 -3.433 -3.595
47 H -4.114 -3.512 -5.395
48 H -5.440 -1.786 -3.298
49 H -3.591 -0.376 -5.047
50 H -3.258 -1.028 -3.443
51 H -3.078 1.558 -2.786
52 H -4.447 2.552 -3.262
53 H -3.571 1.795 -4.557
54 H -5.224 -1.871 -6.087
55 H -6.176 -0.745 -5.449
56 C 2.416 3.696 2.516
57 C 3.476 4.446 3.385
58 C 3.768 5.873 2.778
59 O 4.661 5.779 1.666
60 C 4.813 6.858 0.840
61 N 2.849 4.647 4.623
62 H 1.388 4.021 2.674
63 H 2.326 2.695 2.940
64 H 2.627 3.677 1.447
65 H 4.367 3.864 3.621
66 H 4.253 6.437 3.574
67 H 2.947 6.436 2.336
68 H 5.028 7.725 1.465
69 H 3.927 7.184 0.296
70 H 5.621 6.780 0.113
71 H 1.926 5.047 4.530
72 H 2.625 3.716 4.947
73 C -4.944 2.681 7.019
74 C -3.611 3.327 6.799
75 C -2.715 2.548 5.784
76 O -1.426 3.218 5.700
77 C -0.601 2.931 4.503
78 N -4.003 4.615 6.238
79 H -5.786 3.334 7.246
80 H -4.885 1.982 7.854
81 H -5.149 2.059 6.148
82 H -3.114 3.465 7.759
83 H -3.169 2.660 4.799
84 H -2.556 1.522 6.116
85 H 0.462 3.171 4.547
86 H -0.929 3.630 3.734
87 H -0.862 1.960 4.084
88 H -4.875 4.639 5.728
89 H -3.177 4.950 5.764
90 C -0.702 -0.979 -2.486
91 C 0.664 -0.474 -1.979
92 C 0.694 -0.217 -0.444
93 O -0.221 0.752 0.051
94 C -0.362 0.744 1.529
95 N 1.539 -1.581 -2.400
96 H -1.005 -1.941 -2.072
97 H -0.769 -1.001 -3.574
98 H -1.456 -0.228 -2.252
99 H 0.927 0.495 -2.403
100 H 1.614 0.285 -0.147
101 H 0.636 -1.159 0.100
102 H 0.552 1.117 1.990
103 H -0.682 -0.259 1.810
104 H -1.046 1.527 1.857
105 H 1.182 -2.383 -1.901
106 H 1.207 -1.770 -3.335
107 C -2.005 -4.815 4.451
108 C -1.237 -3.442 4.539
109 C -2.170 -2.262 4.710
110 O -3.125 -2.387 3.676
111 C -3.771 -1.217 3.335
112 N -0.320 -3.509 5.557
113 H -1.337 -5.593 4.821
114 H -2.237 -5.124 3.431
115 H -2.823 -4.900 5.166
116 H -0.625 -3.489 3.639
117 H -1.592 -1.338 4.675
118 H -2.721 -2.348 5.647
119 H -2.995 -0.640 2.832
120 H -4.201 -0.676 4.179
121 H -4.543 -1.602 2.669
122 H -0.923 -3.898 6.268
123 H -0.088 -2.581 5.881
124 C -1.003 -2.938 -5.297
125 C 0.048 -2.396 -6.372
126 C 1.307 -3.351 -6.432
127 O 1.952 -3.195 -5.177
128 C 2.544 -4.323 -4.506
129 N -0.725 -2.250 -7.547
130 H -1.743 -3.679 -5.598
131 H -1.644 -2.084 -5.079
132 H -0.515 -3.387 -4.432
133 H 0.261 -1.361 -6.104
134 H 1.987 -3.141 -7.258
135 H 0.810 -4.316 -6.530
136 H 3.391 -4.724 -5.063
137 H 1.785 -5.104 -4.450
138 H 2.829 -4.072 -3.484
139 H -0.093 -2.146 -8.328
140 H -1.214 -3.111 -7.745

---

No. 7
The following is a DFT calculation (ωB97M-V/def2-TZVPD) of a structure of composition C6HGdO6.

Properties
- net charge = +2
- E (eV) = -39334.54829
- Kohn-Sham gap (alpha / beta) (eV) = 6.43 / 5.84
- LUMO (alpha / beta) (eV) = -10.6 / -10.4
- 2S+1 = 8
- E_HOMO (alpha / beta) (eV) = -17.019 / -16.218

CARTESIAN COORDINATES (ANGSTROEM)
1 O -3.156 0.435 -0.158
2 C -1.998 0.503 -0.211
3 Gd 0.376 -0.731 0.345
4 O -2.551 -2.537 1.416
5 C -1.540 -2.069 1.135
6 C 0.666 1.534 -0.782
7 O 1.734 2.101 -1.117
8 C 0.219 1.256 1.640
9 O 0.113 2.172 2.338
10 C 0.031 -0.569 -2.001
11 O -0.141 -0.574 -3.144
12 H -0.177 2.184 -1.056
13 O 3.718 -2.110 0.907
14 C 2.706 -1.596 0.689

---

No. 8
The following is a DFT calculation (ωB97M-V/def2-TZVPD) of a cluster of 5 separate species, C35H39O10 in total.

Properties
- net charge = -1
- E (eV) = -57395.43982
- Kohn-Sham gap (eV) = 1.37
- LUMO (eV) = -0.3
- ΔE to the lowest compared entry with this formula, charge and spin (kcal per mole) = 0.00
- E_HOMO (eV) = -1.703

CARTESIAN COORDINATES (ANGSTROEM)
1 C 2.687 2.072 0.646
2 C 2.918 2.131 -0.915
3 C 1.897 1.288 -1.725
4 O 0.873 2.055 -2.296
5 C 0.185 2.746 -1.202
6 O -1.016 3.301 -1.746
7 C -1.903 2.293 -2.205
8 C -3.402 2.734 -2.153
9 C -3.716 3.793 -1.074
10 C -4.256 1.431 -2.040
11 C -4.349 0.855 -0.590
12 C -3.843 -0.631 -0.656
13 C -5.809 0.903 -0.027
14 H 2.333 3.078 0.927
15 H 1.848 1.371 0.804
16 H 3.595 1.777 1.198
17 H 2.845 3.164 -1.282
18 H 3.939 1.726 -1.076
19 H 1.488 0.438 -1.138
20 H 2.427 0.847 -2.593
21 H -0.093 1.921 -0.467
22 H -1.816 1.344 -1.638
23 H -1.649 2.039 -3.256
24 H -3.636 3.187 -3.135
25 H -2.963 4.597 -1.052
26 H -4.688 4.272 -1.303
27 H -3.779 3.399 -0.049
28 H -5.249 1.535 -2.517
29 H -3.728 0.677 -2.658
30 H -3.656 1.360 0.104
31 H -4.406 -1.097 -1.486
32 H -2.779 -0.638 -0.938
33 H -4.030 -1.170 0.281
34 H -6.018 -0.052 0.480
35 H -5.927 1.722 0.704
36 H -6.498 1.100 -0.860
37 C 1.329 7.376 -4.854
38 C 0.428 8.119 -4.215
39 C -0.443 7.534 -3.168
40 O -1.266 8.220 -2.589
41 C -0.274 6.099 -2.858
42 C 0.628 5.354 -3.499
43 C 1.498 5.937 -4.544
44 O 2.325 5.267 -5.132
45 H 1.974 7.784 -5.623
46 H 0.290 9.172 -4.427
47 H -0.916 5.688 -2.091
48 H 0.763 4.299 -3.282
49 C 6.180 -0.702 -0.493
50 C 7.091 -1.430 -1.140
51 C 8.534 -1.131 -1.026
52 O 9.367 -1.793 -1.617
53 C 8.929 0.006 -0.165
54 C 8.018 0.734 0.482
55 C 6.574 0.434 0.368
56 O 5.742 1.093 0.957
57 H 5.118 -0.905 -0.565
58 H 6.821 -2.265 -1.774
59 H 9.989 0.210 -0.093
60 H 8.288 1.570 1.115
61 C -5.099 -5.787 3.018
62 C -5.627 -5.105 2.003
63 C -4.829 -4.112 1.248
64 O -5.309 -3.490 0.325
65 C -3.423 -3.906 1.663
66 C -2.895 -4.587 2.679
67 C -3.693 -5.579 3.432
68 O -3.213 -6.205 4.359
69 H -5.667 -6.516 3.582
70 H -6.653 -5.243 1.684
71 H -2.855 -3.177 1.099
72 H -1.870 -4.451 2.997
73 C 0.523 -7.614 5.600
74 C -0.006 -6.933 4.585
75 C 0.792 -5.940 3.831
76 O 0.312 -5.317 2.906
77 C 2.198 -5.733 4.245
78 C 2.726 -6.414 5.261
79 C 1.928 -7.408 6.015
80 O 2.410 -8.030 6.940
81 H -0.045 -8.343 6.164
82 H -1.031 -7.069 4.267
83 H 2.765 -5.003 3.681
84 H 3.751 -6.277 5.579

---

The highest E belongs to which entry? C3H10NSi